Entry 1:
{"formula": "C47H45GeN5SSn", "method": "ωB97M-V/def2-TZVPD", "charge": 2, "gap_ev": 7.58, "e_above_lowest_ev": 0.568, "symbols": ["Sn", "C", "N", "C", "C", "C", "C", "C", "C", "N", "C", "C", "C", "C", "C", "C", "N", "C", "C", "C", "C", "C", "N", "H", "H", "H", "H", "H", "H", "H", "H", "H", "H", "H", "H", "H", "H", "H", "H", "H", "H", "C", "C", "C", "C", "C", "C", "C", "C", "S", "C", "N", "C", "C", "C", "C", "C", "C", "C", "C", "H", "H", "H", "H", "H", "H", "H", "H", "H", "H", "H", "H", "H", "H", "H", "H", "Ge", "C", "C", "C", "C", "C", "C", "C", "C", "C", "C", "C", "C", "H", "H", "H", "H", "H", "H", "H", "H", "H", "H", "H"], "xyz": [[-0.9780, 0.4867, -0.1935], [-3.8670, -1.5085, -0.1133], [-3.5301, -0.0832, -0.3303], [-3.8294, 0.2571, -1.7243], [-2.8398, -0.4485, -2.6235], [-3.0975, -0.6574, -3.9637], [-2.1748, -1.3536, -4.7293], [-1.0457, -1.8844, -4.1166], [-0.8416, -1.6218, -2.7775], [-1.6995, -0.8786, -2.0500], [-4.3057, 0.7311, 0.6256], [-3.6958, 2.0673, 0.9531], [-4.4906, 3.1677, 1.2389], [-3.8841, 4.3468, 1.6458], [-2.4996, 4.3937, 1.7477], [-1.7850, 3.2611, 1.4186], [-2.3680, 2.1183, 1.0480], [-3.0119, -2.1788, 0.9253], [-3.4835, -3.2550, 1.6568], [-2.6132, -3.9222, 2.5044], [-1.3010, -3.4821, 2.6060], [-0.9235, -2.3812, 1.8643], [-1.7571, -1.7418, 1.0366], [-4.9237, -1.6122, 0.1381], [-3.7082, -2.0567, -1.0396], [-4.8461, -0.0368, -2.0030], [-3.7459, 1.3313, -1.8645], [-4.0109, -0.2737, -4.4059], [-2.3450, -1.4958, -5.7895], [-0.3354, -2.4862, -4.6692], [0.0274, -2.0076, -2.2544], [-5.3314, 0.8671, 0.2772], [-4.3470, 0.1815, 1.5699], [-5.5691, 3.1006, 1.1330], [-4.4862, 5.2193, 1.8707], [-1.9938, 5.2976, 2.0613], [-0.6994, 3.2531, 1.4347], [-4.5137, -3.5776, 1.5549], [-2.9508, -4.7797, 3.0753], [-0.5899, -3.9899, 3.2465], [0.0826, -1.9861, 1.9135], [2.9167, -3.7532, 1.0386], [4.0005, -3.4922, -0.0106], [5.3003, -3.0959, 0.7106], [4.2331, -4.7915, -0.8032], [3.6089, -2.3687, -0.9739], [4.4370, -2.0831, -2.0841], [4.1140, -1.1210, -3.0199], [2.9509, -0.3767, -2.8140], [2.2463, 0.8682, -3.7973], [0.9441, 1.0097, -2.6678], [1.0299, 0.2291, -1.6406], [2.1489, -0.5978, -1.7011], [2.4629, -1.6185, -0.7985], [-0.1758, 1.9536, -2.8201], [-0.2888, 2.7430, -3.9655], [-1.3334, 3.6420, -4.0974], [-2.2390, 3.7922, -3.0573], [-2.1172, 3.0156, -1.9099], [-1.1141, 2.0590, -1.7784], [3.2132, -4.6037, 1.6554], [1.9557, -3.9965, 0.5709], [2.7877, -2.8917, 1.7036], [5.5706, -3.8627, 1.4423], [5.1799, -2.1457, 1.2421], [6.1328, -2.9957, 0.0095], [4.4117, -5.6209, -0.1134], [5.1025, -4.7176, -1.4580], [3.3617, -5.0350, -1.4182], [5.3511, -2.6498, -2.2222], [4.7332, -0.9538, -3.8931], [1.7762, -1.8164, 0.0171], [0.4384, 2.6480, -4.7649], [-1.4359, 4.2250, -5.0040], [-3.0436, 4.5147, -3.1375], [-2.8209, 3.1832, -1.1029], [1.1376, 0.7067, 1.8164], [0.3122, 0.9035, 3.5519], [0.4122, -0.2167, 4.3821], [-0.0463, -0.1617, 5.6922], [-0.6141, 1.0089, 6.1782], [-0.7197, 2.1251, 5.3565], [-0.2638, 2.0752, 4.0471], [2.3292, 1.8435, 0.8178], [3.5649, 1.2651, 0.5108], [4.5274, 1.9987, -0.1720], [4.2518, 3.3020, -0.5696], [3.0213, 3.8777, -0.2698], [2.0614, 3.1550, 0.4218], [1.8578, -0.6464, 1.8990], [0.8735, -1.1273, 4.0136], [0.0452, -1.0310, 6.3327], [-0.9759, 1.0555, 7.1975], [-1.1517, 3.0415, 5.7425], [-0.3412, 2.9594, 3.4287], [3.7784, 0.2447, 0.8106], [5.4912, 1.5500, -0.3879], [4.9937, 3.8711, -1.1158], [2.8134, 4.8982, -0.5714], [1.1108, 3.6251, 0.6520]]}

Entry 2:
{"formula": "C4H3AlO2", "method": "ωB97M-V/def2-TZVPD", "gap_ev": [8.05, 6.45], "symbols": ["O", "C", "C", "C", "C", "H", "H", "H", "Al", "O"], "xyz": [[-1.4774, -1.0138, 0.0973], [-0.4899, -0.8529, -0.7454], [-0.5228, 0.3544, -1.5966], [0.4969, 1.1590, -0.7652], [0.8599, 1.2295, 0.5386], [-1.5059, 0.8628, -1.6344], [-0.1346, 0.1709, -2.6100], [1.3834, 2.1531, 0.8542], [0.2774, -1.2473, 0.9151], [1.0150, 0.2580, 1.4978]]}

Entry 3:
{"formula": "C28H30F9NO29", "method": "ωB97M-V/def2-TZVPD", "charge": 1, "multiplicity": 2, "gap_ev": [8.24, 2.14], "s2": 0.75, "symbols": ["C", "C", "O", "C", "O", "O", "F", "H", "H", "H", "C", "C", "O", "C", "O", "O", "F", "H", "H", "H", "C", "C", "O", "C", "O", "O", "F", "H", "H", "H", "C", "C", "O", "C", "O", "O", "F", "H", "H", "H", "C", "C", "O", "C", "O", "O", "F", "H", "H", "H", "C", "C", "O", "C", "O", "O", "F", "H", "H", "H", "C", "C", "O", "C", "O", "O", "F", "H", "H", "H", "C", "C", "O", "C", "O", "O", "F", "H", "H", "H", "C", "C", "O", "C", "O", "O", "F", "H", "H", "H", "C", "N", "O", "O", "H", "H", "H"], "xyz": [[20.1196, 0.3848, -16.4979], [20.9689, 1.3278, -15.6846], [20.9916, 0.6222, -14.4506], [19.8535, -0.1465, -14.3564], [19.5524, -0.8322, -13.3743], [19.2501, -0.1544, -15.4851], [20.3700, 2.5898, -15.7195], [20.5971, -0.5334, -16.8398], [19.4671, 0.9465, -17.1663], [21.9881, 1.5161, -16.0223], [18.1847, 8.5409, -18.1028], [17.1686, 8.0485, -17.0712], [16.1129, 7.6027, -17.8788], [16.2255, 8.2340, -19.1259], [15.4389, 8.1420, -20.0499], [17.3761, 8.8708, -19.1944], [16.8522, 9.0355, -16.1630], [18.9538, 7.8174, -18.3731], [18.7362, 9.4135, -17.7529], [17.4145, 7.1830, -16.4559], [21.2971, 6.8653, -21.0932], [22.3948, 7.7608, -21.6709], [22.7238, 8.4670, -20.5349], [21.7368, 8.4429, -19.6493], [21.7685, 8.8805, -18.4761], [20.7018, 7.7331, -20.1958], [21.8632, 8.5730, -22.5901], [21.6803, 5.9506, -20.6409], [20.5232, 6.4930, -21.7646], [23.1683, 7.1248, -22.1013], [22.0356, -0.5598, -20.8647], [21.2965, 0.6330, -20.4330], [21.7405, 0.8522, -19.1258], [22.8929, 0.1043, -18.8703], [23.6450, 0.1415, -17.8771], [23.2257, -0.3730, -20.0075], [20.0112, 0.3448, -20.4776], [22.4328, -0.6251, -21.8776], [21.5547, -1.5380, -20.8693], [21.5571, 1.3713, -21.1914], [18.1918, 9.3888, -22.8116], [18.0159, 7.9087, -22.5913], [18.4571, 7.3089, -23.7291], [18.3205, 8.2448, -24.6908], [18.3636, 7.9627, -25.8239], [18.1408, 9.5095, -24.1862], [16.7122, 7.7840, -22.3522], [19.1740, 9.6780, -22.4379], [17.3787, 9.7883, -22.2054], [18.5500, 7.6109, -21.6890], [13.4298, 5.7770, -21.6821], [13.4267, 5.3588, -20.2471], [14.2911, 4.2285, -20.2054], [14.6052, 3.8131, -21.4802], [15.1871, 2.7647, -21.7763], [14.0883, 4.7260, -22.4020], [12.1800, 4.9987, -19.9997], [14.0401, 6.6800, -21.7000], [12.4211, 5.8840, -22.0810], [13.7033, 6.1680, -19.5712], [14.8824, 4.1817, -16.9096], [13.5268, 4.1978, -16.3429], [13.2060, 2.8882, -16.1714], [13.8673, 2.2051, -17.1826], [13.5704, 1.1391, -17.6965], [14.8908, 2.9685, -17.5574], [12.5513, 4.7968, -17.0781], [15.6890, 4.3282, -16.1913], [14.9032, 5.0975, -17.5004], [13.4432, 4.7108, -15.3848], [19.9791, 2.8826, -25.0084], [19.4436, 3.3355, -23.5853], [20.1986, 4.4924, -23.4159], [20.7703, 4.9223, -24.4850], [21.3751, 5.9920, -24.5958], [20.5008, 4.1254, -25.5291], [19.6743, 2.4091, -22.6038], [19.0735, 2.6456, -25.5669], [20.6562, 2.0324, -25.0905], [18.3615, 3.4645, -23.5625], [17.1937, -0.7959, -20.5592], [15.9590, -1.5406, -20.1902], [16.0267, -1.4901, -18.7404], [16.8099, -0.4046, -18.4369], [16.8612, 0.1768, -17.3502], [17.3454, 0.0724, -19.5282], [15.9157, -2.8420, -20.5154], [17.1446, -0.2539, -21.5036], [18.0578, -1.4566, -20.6293], [14.9965, -1.0670, -20.3834], [17.9142, 3.2225, -19.4861], [18.0604, 4.6356, -20.1204], [18.1497, 4.8137, -21.3085], [18.0524, 5.5047, -19.2816], [18.7654, 2.5479, -19.5784], [16.9962, 2.7491, -19.8345], [17.7077, 3.1591, -18.4177]]}

Entry 4:
{"formula": "C24H51LuNO9Si2", "method": "ωB97M-V/def2-TZVPD", "charge": 3, "gap_ev": 1.28, "symbols": ["C", "C", "C", "O", "O", "C", "C", "C", "C", "C", "C", "Si", "C", "C", "O", "O", "C", "C", "N", "C", "C", "C", "O", "O", "Si", "C", "O", "O", "O", "C", "C", "C", "C", "C", "C", "C", "H", "H", "H", "H", "H", "H", "H", "H", "H", "H", "H", "H", "H", "H", "H", "H", "H", "H", "H", "H", "H", "H", "H", "H", "H", "H", "H", "H", "H", "H", "H", "H", "H", "H", "H", "H", "H", "H", "H", "H", "H", "H", "H", "H", "H", "H", "H", "H", "H", "H", "H", "Lu"], "xyz": [[-3.4386, 4.0515, -0.1850], [-3.6560, 4.0095, 1.2132], [-4.3961, 2.8313, 1.9659], [-4.6862, 3.0330, 3.1735], [-4.7849, 1.5937, 1.3630], [-4.2850, 0.4715, 2.1553], [-4.0921, -0.7481, 1.1240], [-3.7663, -2.1611, 1.8026], [-2.4692, -2.1159, 2.7840], [-1.2889, -3.0990, 2.3322], [-0.3937, -2.5785, 1.1050], [1.2900, -1.8174, 1.5799], [2.5234, -3.0554, 2.3837], [1.9866, -3.7468, 3.7269], [1.4768, -5.0695, 3.3418], [2.0428, -1.3404, 0.0566], [3.4581, -1.0457, 0.2713], [4.0157, 0.1020, -0.6915], [5.2448, -0.3754, -1.3869], [5.9270, 0.7838, -2.0392], [5.7597, 0.7064, -3.6739], [4.3208, 1.3300, -4.0476], [5.7609, -0.6728, -4.1262], [1.2141, -0.4365, 2.6242], [0.2642, 0.8573, 2.0007], [0.7409, 2.4223, 3.0605], [0.0563, 3.6131, 2.5287], [-1.1154, 3.6629, 3.2499], [0.5912, 1.2855, 0.3585], [-0.7210, 1.3105, -0.3167], [-0.5915, 1.3487, -1.9114], [0.6160, 2.3135, -2.4293], [-0.3626, -0.1250, -2.5069], [-1.5780, -0.6903, -3.3846], [-2.8204, -1.2187, -2.4967], [-2.1181, 0.3141, -4.5079], [-3.6726, 3.1949, -0.9008], [-2.9600, 4.9809, -0.6527], [-3.2759, 4.8943, 1.8200], [-3.2992, 0.8476, 2.6104], [-5.0459, 0.1927, 2.9940], [-5.0867, -0.8489, 0.5371], [-3.2961, -0.4836, 0.3552], [-4.6846, -2.4652, 2.4431], [-3.5957, -2.9787, 1.0310], [-2.8519, -2.5209, 3.7953], [-2.1533, -1.0415, 2.9825], [-0.7120, -3.3869, 3.2681], [-1.8041, -4.0671, 1.9712], [-0.1575, -3.4959, 0.4433], [-0.9958, -1.8729, 0.4197], [3.4371, -2.4187, 2.6959], [2.9349, -3.8155, 1.6190], [2.8276, -3.9707, 4.4752], [1.1907, -3.1564, 4.2888], [1.0316, -4.9710, 2.4658], [4.0567, -2.0233, 0.2393], [3.5189, -0.6306, 1.3495], [4.3197, 0.9928, -0.0277], [3.1769, 0.4289, -1.3898], [5.9065, -0.8363, -0.7429], [7.0502, 0.7880, -1.8124], [5.4342, 1.7702, -1.7286], [6.5965, 1.2930, -4.1891], [4.1265, 1.3666, -5.1707], [4.2052, 2.3702, -3.5664], [3.5331, 0.6272, -3.5891], [4.9878, -0.7347, -4.7265], [-1.1800, 0.7016, 2.1527], [1.8875, 2.5520, 3.0415], [0.3445, 2.2445, 4.1137], [-1.0093, 4.3382, 3.9724], [-1.3682, 2.1556, 0.1033], [-1.2616, 0.3293, -0.0339], [-1.5496, 1.8369, -2.3209], [0.7109, 2.0764, -3.5529], [0.2344, 3.3837, -2.3420], [1.5905, 2.1280, -1.8616], [-0.2601, -0.8349, -1.6007], [0.6106, -0.2455, -3.0968], [-1.1832, -1.6210, -3.9356], [-3.3140, -0.3925, -1.8848], [-3.6002, -1.6011, -3.2387], [-2.4705, -2.1077, -1.8760], [-2.8977, -0.2584, -5.1337], [-1.3221, 0.7170, -5.2134], [-2.6766, 1.1834, -4.0278], [-6.7532, -0.3580, 2.9299]]}

One value per record, in order, for energy: -130091.3239, -14884.0875, -114831.6557, -94968.4017 eV.